[1]
A molecular structure, C34H28F5INO2PS4Ti, computed with ωB97M-V/def2-TZVPD.

Properties
gap between HOMO and LUMO (spin up / spin down): 5.6 / 5.6 eV
HOMO level (spin up / spin down): -5.8 / -5.8 eV
E_tot: -138728.094 eV

Atoms and positions in Å:
Ti -0.123 0.424 1.018
C -1.091 4.042 3.271
C -2.569 3.710 3.081
S -2.852 2.672 1.621
C -3.804 1.274 2.277
C -3.232 0.542 3.482
S -1.601 -0.225 3.218
C -0.677 0.296 4.684
C -0.521 1.802 4.860
S 0.053 2.641 3.350
H -0.968 4.670 4.155
H -0.721 4.613 2.418
H -3.121 4.642 2.958
H -2.986 3.215 3.957
H -3.888 0.595 1.425
H -4.815 1.605 2.521
H -3.927 -0.247 3.774
H -3.137 1.207 4.339
H 0.286 -0.197 4.554
H -1.154 -0.137 5.565
H 0.200 1.972 5.660
H -1.458 2.263 5.174
F -3.042 3.330 -4.504
C -2.199 3.142 -3.486
C -2.443 2.162 -2.545
F -3.527 1.385 -2.643
C -1.555 1.988 -1.504
F -1.824 1.000 -0.610
C -0.408 2.750 -1.325
S 0.692 2.527 -0.009
C -0.194 3.729 -2.303
F 0.888 4.508 -2.221
C -1.063 3.926 -3.357
F -0.815 4.874 -4.264
I -2.036 -1.985 0.452
C -1.991 -2.212 -1.649
C -3.229 -2.299 -2.221
C -3.375 -2.631 -3.577
C -2.263 -2.932 -4.308
C -0.971 -2.852 -3.737
C 0.142 -3.235 -4.517
C 1.404 -3.188 -4.003
C 1.596 -2.667 -2.715
C 0.554 -2.244 -1.917
P 1.103 -1.288 -0.432
C 2.078 -2.517 0.505
C 1.472 -3.121 1.604
C 2.140 -4.088 2.339
C 3.428 -4.457 1.990
C 4.048 -3.853 0.906
C 3.379 -2.892 0.166
C 2.319 -0.143 -1.162
C 3.370 0.321 -0.368
C 4.184 1.346 -0.822
C 3.945 1.932 -2.057
C 2.896 1.481 -2.844
C 2.089 0.445 -2.403
C -0.790 -2.413 -2.385
H -4.111 -2.136 -1.616
H -4.363 -2.684 -4.012
H -2.345 -3.244 -5.342
H -0.037 -3.578 -5.529
H 2.259 -3.499 -4.589
H 2.609 -2.545 -2.359
H 0.481 -2.816 1.912
H 1.660 -4.533 3.200
H 3.956 -5.202 2.571
H 5.062 -4.124 0.640
H 3.886 -2.418 -0.665
H 3.527 -0.090 0.621
H 4.989 1.705 -0.195
H 4.568 2.747 -2.400
H 2.700 1.944 -3.804
H 1.266 0.105 -3.021
O 2.321 -0.952 3.811
N 2.349 0.007 3.054
O 1.327 0.104 2.287

[2]
2 unconnected molecules or ions with the total composition C34H28N3O5 at a distorted geometry, computed with ωB97M-V/def2-TZVPD.

Properties
gap between HOMO and LUMO: 4.9 eV
total charge: -1
HOMO level: -4.1 eV
E_tot: -50414.657 eV
relative energy (zero: lowest compared OMol25 entry of this formula, charge and spin): 3.5 kcal per mole

Atoms and positions in Å:
O 5.831 -2.172 4.682
N 6.422 -1.864 3.624
O 7.540 -2.348 3.309
C 5.851 -0.945 2.693
C 6.608 -0.682 1.542
C 6.062 0.128 0.545
C 4.790 0.687 0.689
C 3.986 0.410 1.842
C 2.669 0.949 1.963
N 2.022 0.990 3.164
O 0.936 1.645 3.288
O 2.506 0.411 4.189
C 4.569 -0.379 2.867
H 7.595 -1.131 1.459
H 6.664 0.331 -0.338
H 4.377 1.387 -0.040
H 2.206 1.482 1.138
H 4.015 -0.500 3.787
C 2.244 -2.814 -5.856
N 1.584 -3.014 -4.580
C 1.051 -4.353 -4.410
C 1.336 -1.975 -3.679
C 0.140 -1.225 -3.747
C -0.112 -0.228 -2.828
C 0.756 0.004 -1.722
C 0.387 0.887 -0.663
C -0.939 1.097 -0.207
C -1.253 2.211 0.642
C -2.411 2.288 1.370
C -2.668 3.407 2.291
C -2.263 4.716 1.954
C -2.536 5.793 2.804
C -3.143 5.578 4.049
C -3.500 4.273 4.416
C -3.289 3.212 3.536
C -3.448 1.221 1.227
O -4.457 1.199 1.939
C -3.220 0.211 0.154
C -4.278 -0.764 -0.170
C -4.495 -1.165 -1.510
C -5.465 -2.125 -1.827
C -6.204 -2.751 -0.817
C -5.993 -2.369 0.514
C -5.080 -1.358 0.822
C -2.016 0.199 -0.510
C 2.019 -0.655 -1.759
C 2.293 -1.633 -2.690
H 2.582 -1.776 -5.942
H 3.110 -3.490 -5.933
H 1.560 -3.045 -6.691
H 0.539 -4.432 -3.446
H 0.346 -4.602 -5.221
H 1.876 -5.082 -4.447
H -0.581 -1.451 -4.536
H -1.012 0.380 -2.930
H 1.165 1.493 -0.215
H -0.498 2.987 0.774
H -1.757 4.880 0.999
H -2.267 6.805 2.495
H -3.335 6.411 4.728
H -3.950 4.072 5.387
H -3.609 2.212 3.811
H -3.911 -0.689 -2.303
H -5.639 -2.386 -2.874
H -6.937 -3.520 -1.060
H -6.544 -2.847 1.322
H -4.978 -1.021 1.851
H -1.848 -0.593 -1.236
H 2.754 -0.400 -0.995
H 3.244 -2.175 -2.685